Entry from the Open Molecules 2025 dataset: C5H9N3 in the gas phase at a distorted geometry (the ωB97M-V functional and the def2-TZVPD basis).

SMILES string	NCCc1c[nH]cn1
E_tot	-9800.047	eV
ΔE to the lowest compared entry with this formula, charge and spin	1.420	eV
largest force on an atom	5.067	eV Å⁻¹
molecular weight	111.15	g/mol

Last column: Mulliken charge in e.
CARTESIAN COORDINATES (ANGSTROEM)
C  0.86179  1.89786  0.84504  -0.437
H  -0.67394  2.18587  2.16997  0.251
N  -0.89443  -2.03507  -1.18032  -0.067
H  1.70132  2.69861  0.81011  0.246
C  1.38551  0.50518  0.38069  -0.693
H  -2.45081  -0.68563  -1.99154  0.378
N  -0.84371  0.16975  -0.83569  -0.451
C  -1.48325  -0.82899  -1.50522  -0.301
H  0.21928  1.01866  2.79138  0.242
H  2.34239  0.54818  -0.32907  0.241
H  0.13170  2.24094  0.07635  0.300
C  0.14150  -1.75663  -0.33859  -0.575
C  0.29032  -0.32444  -0.19357  0.513
H  0.83416  -2.50347  0.07493  0.358
H  -1.02597  -2.97054  -1.58859  0.238
H  1.90796  0.12099  1.20069  0.378
N  0.28652  1.92082  2.25252  -0.622